Entry 1:
18
Properties=species:S:1:pos:R:3:forces:R:3 method="wB97M-V/def2-TZVPD" total_energy_ha=-402.09838 de_lowest_kcal_mol=26.8 smiles="C/C(N)=C1/CC=CC1=O"
H -3.132 -1.516 0.109 -1.398 -0.660 0.048
H 1.511 -1.896 0.201 0.083 -0.069 -0.337
H 2.490 1.437 0.931 -0.396 -0.108 -0.221
C 1.195 0.052 -0.029 0.219 -0.863 -0.793
H 1.178 2.110 -0.091 0.066 0.255 0.256
O -0.852 2.317 -0.043 0.088 -0.695 0.049
C -0.120 -0.010 -0.044 -1.671 -0.936 -0.262
C -2.386 -0.788 0.048 2.457 -0.441 -0.390
H 2.636 1.438 -0.822 -0.658 -0.487 0.566
H 2.816 -0.905 0.372 -0.027 -0.484 -0.629
C -2.423 0.517 -0.075 0.766 0.134 0.242
H -0.859 -1.998 -0.904 0.140 1.010 0.165
C -1.042 1.102 -0.047 -1.217 1.417 -0.291
C -0.942 -1.273 -0.049 -0.186 -0.947 -0.024
C 1.890 1.302 0.009 2.135 2.293 -0.393
H -0.650 -1.923 0.776 -0.172 -0.042 0.521
H -3.281 1.108 -0.155 -1.095 0.952 0.049
N 1.971 -1.075 -0.186 0.864 -0.328 1.444



Entry 2:
18
Properties=species:S:1:pos:R:3:forces:R:3 method="wB97M-V/def2-TZVPD" total_energy_ha=-402.06430 de_lowest_kcal_mol=48.1 smiles="C=C(CN)c1ccoc1"
H -1.037 1.781 -3.535 1.028 0.487 0.396
C -0.548 1.499 -2.597 -1.057 -1.993 1.724
C -0.300 -0.360 0.608 -2.636 -0.303 0.021
H 1.726 1.483 -0.267 0.314 0.796 -0.601
C -1.058 0.533 -1.729 0.134 1.261 -1.374
H 1.075 0.748 1.847 -0.036 -0.416 -0.067
C -1.435 -1.111 0.794 1.735 1.001 -0.751
H -1.994 -0.035 -1.919 0.981 0.555 0.319
C 0.858 1.365 -0.894 -1.447 -0.733 -0.163
H 0.116 -0.485 2.683 0.378 0.155 -0.413
H -1.585 -1.681 1.694 0.044 -0.019 0.264
C -0.153 0.490 -0.613 0.148 -0.637 0.209
O 0.619 2.015 -2.090 0.012 -0.384 0.163
N 1.754 -1.247 1.643 0.523 -0.515 -0.182
H 2.074 -1.333 0.672 -0.132 0.089 0.494
C 0.674 -0.278 1.750 -0.154 0.213 0.224
H -2.200 -1.213 0.037 0.047 0.055 -0.069
H 1.415 -2.172 1.914 0.119 0.389 -0.193